(w)
ORCA calculation (ωB97M-V with the def2-TZVPD basis set) on the ion C6H9O2 with charge +1.

As for the net charge: +1. The HOMO energy (alpha / beta) is -13.71 / -13.71 eV. The molar mass is 113.136 g/mol. The spin multiplicity is 1.

Geometry as XYZ:
```
17
C6H9O2, DFT ωB97M-V with the def2-TZVPD basis set
C -0.53610 0.68026 0.39830
C 0.72847 0.28860 0.16248
C -1.80539 -0.23321 0.30525
C 1.73608 -1.77331 -0.44815
C 1.97474 1.08917 0.58588
C -2.72550 0.16372 -0.75326
O 0.77209 -1.05383 -0.19978
O -1.82526 -1.04544 1.17317
H -0.81136 1.64427 0.88635
H 2.80065 -1.52842 -0.47364
H 1.37878 -2.77603 -0.60577
H 2.00973 2.24881 0.53516
H 2.75546 0.81311 -0.14133
H 2.21371 0.81491 1.64786
H -3.23687 -0.73743 -0.98729
H -2.08554 0.48965 -1.59183
H -3.34368 0.91517 -0.49341
```

=====

(x)
ORCA calculation (ωB97M-V with the def2-TZVPD basis set) on the ion C6H9O2 with charge +1.

As for the net charge: +1. The HOMO energy is -16.38 eV. The molar mass is 113.136 g/mol. The spin multiplicity is 1.

Geometry as XYZ:
```
17
C6H9O2, DFT ωB97M-V with the def2-TZVPD basis set
C 2.56859 1.69234 -0.49314
C -1.58257 -0.74607 0.76517
C -1.12554 -1.20969 -0.62289
C -0.32455 -0.10239 1.36320
C -0.15134 -0.10154 -1.04899
C 0.43597 0.36497 0.20414
O 1.50301 1.08553 0.34709
O 2.61544 1.88037 -1.64662
H 3.30224 1.96181 0.27247
H -2.36634 0.00598 0.67063
H -1.96430 -1.56645 1.36854
H -0.59495 -2.15880 -0.55790
H -1.95106 -1.32027 -1.31817
H -0.49967 0.68006 2.10538
H 0.28318 -0.85568 1.88394
H 0.57311 -0.35494 -1.82466
H -0.72121 0.74478 -1.46819
```

=====

It is (x) that is the most stable of them.